116
Properties=species:S:1:pos:R:3:forces:R:3:lowdin_charge:R:1 method="wB97M-V/def2-TZVPD" e_tot_ha=-2289.3438 homo_lumo_gap_ev="8.63 / 2.17" e_above_lowest_kj_mol=0.0 multiplicity=2 charge=+1
C -0.86637 -5.02357 0.49995 0.719 -1.132 1.987 -0.15
O -1.94423 -4.35008 0.02492 -1.419 1.980 -1.083 -0.16
C -1.99865 -2.94148 0.36774 0.890 -1.427 -1.135 -0.14
C -2.67404 -2.24131 -0.78255 -0.516 0.284 -0.508 -0.19
O -1.94790 -2.31060 -1.99155 0.787 -1.222 -0.383 -0.21
C -2.59087 -1.64248 -3.06528 0.862 0.625 1.138 -0.08
H -0.86350 -4.95505 1.58779 0.278 0.143 0.526 0.08
H 0.11938 -4.68996 0.17578 0.019 0.070 -0.500 0.08
H -1.02440 -6.09212 0.35392 0.194 0.053 -0.589 0.10
H -0.98841 -2.53802 0.43655 0.291 -0.081 0.187 0.11
H -2.48165 -2.83400 1.33896 -0.349 0.249 -0.047 0.12
H -2.73857 -1.16959 -0.59454 -0.625 0.252 0.602 0.10
H -3.64030 -2.70005 -0.99233 -0.417 0.163 0.383 0.13
H -1.96445 -1.72512 -3.95346 -0.173 -0.372 0.009 0.08
H -2.53536 -0.60256 -2.74342 -0.659 0.581 -0.466 0.06
H -3.62038 -1.95647 -3.23740 -0.013 -0.163 -0.033 0.10
C -1.27074 1.68788 -4.30690 0.090 -0.066 1.731 -0.14
O 0.05404 1.58382 -4.73272 1.109 -0.982 -0.258 -0.18
C 0.38607 0.16530 -4.86899 0.011 0.667 -0.824 -0.17
C 1.83273 -0.15287 -5.23065 -0.173 0.707 1.542 -0.15
O 2.68461 0.22766 -4.11839 -1.711 0.210 0.394 -0.20
C 4.03595 0.04129 -4.32673 1.050 -0.335 -1.560 -0.13
H -1.28000 1.25801 -3.30528 -0.609 -0.365 0.193 0.04
H -2.01481 1.16372 -4.90666 0.048 0.144 -0.388 0.10
H -1.53414 2.72452 -4.09692 -0.011 0.202 -0.717 0.08
H -0.25686 -0.15081 -5.69047 0.108 -0.480 -0.237 0.13
H 0.12682 -0.47036 -4.02234 -0.210 0.546 0.586 0.09
H 2.10486 0.35194 -6.15758 0.362 -0.118 -0.049 0.13
H 1.84635 -1.24157 -5.28218 0.258 -0.151 -0.598 0.13
H 4.28688 -0.97503 -4.63043 -0.169 -0.446 0.055 0.07
H 4.69725 0.26772 -3.49036 -0.647 0.297 0.339 0.09
H 4.32291 0.65559 -5.18018 0.468 0.275 -0.085 0.09
C 1.01426 0.78456 4.43942 0.194 0.846 1.766 -0.08
O 1.71127 1.46011 5.52457 -0.178 0.049 -1.183 -0.22
C 1.91299 0.66760 6.69708 0.113 1.829 -0.645 -0.18
C 2.49936 1.62033 7.76953 2.570 -1.205 -0.521 -0.14
O 3.80871 2.09675 7.28988 -1.319 0.606 -0.847 -0.20
C 4.66587 2.64939 8.24978 0.312 0.053 0.933 -0.14
H 0.05964 0.50659 4.88610 -0.325 -0.468 -0.447 0.08
H 1.53875 -0.07102 4.01400 0.121 -0.050 0.139 0.09
H 0.83126 1.53208 3.66752 0.123 -0.015 0.018 0.06
H 2.58569 -0.12710 6.37457 0.023 -0.350 0.777 0.13
H 0.92630 0.34830 7.03263 0.036 -0.595 0.267 0.12
H 2.85350 1.03707 8.61952 -0.996 -0.314 0.478 0.12
H 1.80627 2.40299 8.07804 0.124 0.191 -0.247 0.12
H 5.29062 1.88142 8.70587 -0.059 -0.299 0.202 0.08
H 4.17992 3.20116 9.05446 -0.538 -0.167 0.123 0.08
H 5.37790 3.38668 7.87894 -0.227 -0.112 -0.897 0.08
C 0.49618 -3.80028 -2.82863 -1.031 0.394 1.415 -0.14
O 1.71470 -4.38455 -3.12656 0.491 -0.960 -0.995 -0.15
C 2.86394 -3.62462 -2.79118 -1.217 0.482 -0.077 -0.19
C 4.15910 -4.06987 -3.43172 -0.033 0.085 -1.400 -0.16
O 4.09567 -3.98926 -4.87954 -1.464 -0.048 0.965 -0.20
C 5.31975 -4.01838 -5.54244 -0.083 -0.437 -0.421 -0.13
H 0.36396 -3.56631 -1.77228 0.537 0.108 0.555 0.06
H -0.36796 -4.45357 -2.94939 0.428 -0.442 -0.690 0.10
H 0.23306 -2.84723 -3.28751 0.506 0.183 -0.769 0.06
H 2.92545 -3.64268 -1.70307 0.535 0.089 0.259 0.13
H 2.62846 -2.60125 -3.08335 0.343 0.450 -0.080 0.11
H 4.42462 -5.08220 -3.12714 0.088 -0.118 0.003 0.13
H 4.94017 -3.36639 -3.14339 0.124 -0.017 0.554 0.12
H 5.15691 -4.23829 -6.59753 -0.417 0.142 -0.058 0.09
H 5.90905 -4.87374 -5.21200 0.594 0.330 0.387 0.09
H 5.78738 -3.03431 -5.51044 0.623 -0.106 0.345 0.08
C 0.65779 4.52929 -2.73950 -0.060 1.866 -1.262 -0.01
O 1.49793 4.57812 -1.60281 -0.541 -1.715 0.592 0.01
C 1.20818 3.46884 -0.75411 -0.256 1.002 -0.857 -0.10
C 1.40006 3.86640 0.68614 -1.020 -0.659 1.739 -0.12
O 0.30612 4.68020 1.10788 1.812 0.115 -0.717 -0.08
C 0.79484 5.93193 1.49324 -0.085 1.542 1.440 -0.06
H 0.85773 5.43030 -3.31941 0.419 -0.118 -0.029 0.11
H -0.40674 4.63747 -2.53174 -0.165 -0.530 0.678 0.12
H 0.84513 3.65668 -3.36525 0.060 -0.468 0.202 0.12
H 1.95149 2.69466 -0.94446 0.238 -0.298 -0.118 0.17
H 0.19397 3.12241 -0.95275 0.047 -0.310 -0.047 0.13
H 2.43060 4.14371 0.90796 -0.237 1.083 -0.053 0.16
H 1.26138 3.00013 1.33300 -0.052 -0.816 -0.540 0.15
H 1.43796 5.82665 2.36698 0.445 -0.329 0.006 0.12
H 0.03045 6.60469 1.88208 -0.565 -0.370 -0.520 0.11
H 1.37473 6.48314 0.75298 0.009 -0.323 -0.577 0.12
C 0.64255 0.03698 -1.13676 0.613 -0.714 0.769 0.02
C 0.22980 -0.13227 0.32718 -0.985 0.866 -1.778 -0.60
O 0.82347 -0.83509 1.09117 1.401 -0.885 1.115 0.06
N -0.91184 0.48895 0.62897 -0.619 0.634 0.400 0.02
C -1.58497 0.32606 1.88825 -0.274 -0.264 0.337 -0.07
H 1.70059 0.29721 -1.10609 0.096 -0.157 -0.408 0.08
H 0.09432 0.69371 -1.81223 -0.210 0.093 0.430 0.06
H 0.53487 -0.99350 -1.47532 0.286 0.008 -0.545 0.08
H -1.45276 0.90861 -0.11359 0.062 0.159 0.003 0.06
H -1.62700 1.25444 2.45784 -0.101 0.131 -0.011 0.07
H -1.09160 -0.41193 2.52074 0.176 -0.023 -0.249 0.08
H -2.59586 -0.03158 1.69257 -0.164 0.085 0.158 0.07
C -2.70910 -3.69370 5.02807 0.664 0.233 0.696 0.00
C -3.75438 -3.49742 3.95653 0.960 -0.216 1.481 -0.61
O -4.21936 -4.44122 3.41452 -1.368 -2.331 -1.614 0.09
N -4.13773 -2.24897 3.67881 0.663 1.510 0.077 0.00
C -5.08544 -1.84941 2.67989 -0.543 0.744 -0.523 -0.08
H -2.56016 -4.73252 5.32263 -0.345 -0.099 -0.624 0.09
H -2.93417 -3.20986 5.97851 -0.114 0.491 -0.167 0.08
H -1.74265 -3.33753 4.67140 0.101 0.187 0.047 0.08
H -3.55385 -1.50886 4.04134 -0.223 -0.099 0.111 0.13
H -4.63377 -1.13200 1.99475 0.186 0.169 -0.028 0.06
H -5.90736 -1.32745 3.16990 -0.233 -0.089 -0.122 0.08
H -5.49414 -2.61482 2.02017 0.293 -0.481 0.623 0.09
C -4.61881 2.35009 -2.08057 -0.544 1.079 -0.446 0.03
C -3.53923 2.67240 -1.08119 -0.349 -1.661 -0.913 -0.54
O -2.56065 1.95180 -1.05323 1.553 -0.880 -0.280 0.00
N -3.65934 3.64002 -0.21195 -1.808 2.767 0.554 0.03
C -2.77856 4.04446 0.82288 1.307 -0.825 1.138 -0.06
H -5.43361 3.07391 -2.06393 -0.195 -0.128 0.213 0.08
H -5.01328 1.33783 -1.99205 0.200 0.090 0.372 0.10
H -4.21726 2.43210 -3.09059 0.312 -0.100 0.051 0.08
H -4.40935 4.31551 -0.24792 -0.455 -0.600 -0.629 0.15
H -1.92718 3.36987 0.91339 -0.008 0.026 -0.327 0.06
H -3.28797 3.94258 1.78111 -0.087 0.355 0.080 0.10
H -2.40050 5.05818 0.69045 -0.139 0.007 -0.044 0.09


116
Properties=species:S:1:pos:R:3:forces:R:3:lowdin_charge:R:1 method="wB97M-V/def2-TZVPD" e_tot_ha=-3898.4898 homo_lumo_gap_ev=6.21 e_above_lowest_kj_mol=167.5
Zn 10.12866 14.25241 -17.52482 1.903 -2.098 1.959 1.04
C 12.46812 14.17264 -15.09972 -0.103 -0.045 -0.664 -0.11
C 11.03052 14.38035 -14.64962 0.325 -0.029 -0.140 -0.42
O 10.20358 14.87587 -15.65521 -1.172 0.249 -2.686 -0.38
H 12.87203 14.98466 -15.71066 -0.221 0.511 0.467 0.07
H 12.46088 13.36474 -15.83900 0.201 -0.444 0.424 0.05
H 13.13956 13.99355 -14.26047 0.052 -0.267 -0.118 0.07
H 10.94505 15.11535 -13.84066 0.235 -0.055 0.081 0.11
H 10.64695 13.42696 -14.26458 0.026 -0.031 0.068 0.10
C 10.87200 10.85715 -19.85823 0.086 0.515 0.784 -0.07
C 11.51470 11.46385 -18.60754 0.013 -0.764 -0.192 -0.55
C 13.06859 11.37147 -18.84968 -0.344 1.218 -0.301 -0.04
O 11.03272 12.70152 -18.21039 -0.450 2.480 0.288 -0.35
H 10.97501 11.46920 -20.75444 0.332 -0.153 -0.067 0.08
H 9.80658 10.72225 -19.66448 0.011 -0.334 -0.026 0.05
H 11.42954 9.92151 -19.89170 -0.601 -0.296 -0.862 0.07
H 11.16718 10.78700 -17.81719 0.645 -0.327 0.236 0.11
H 13.71529 11.77423 -18.06966 -0.319 -0.104 0.333 0.07
H 13.28599 11.98807 -19.72919 -0.133 0.217 0.006 0.08
H 13.46079 10.40338 -19.16183 -0.488 -0.328 0.430 0.05
C 6.24036 11.47842 -24.53390 -0.807 -0.605 0.055 -0.14
O 7.56723 11.86755 -24.42492 0.809 -0.255 -0.369 -0.18
C 8.22763 11.54207 -23.19662 -0.641 1.377 -0.574 -0.18
C 7.86443 12.51873 -22.02718 1.121 -0.822 -0.436 -0.19
N 7.38916 11.86308 -20.83747 -0.674 0.339 0.696 -0.07
C 6.06892 11.21968 -20.94132 1.632 -0.273 -0.533 -0.19
C 5.90380 10.24180 -19.79862 -0.912 0.535 0.737 -0.21
O 4.62574 9.62111 -19.76775 0.132 -0.108 -0.475 -0.17
C 3.62180 10.46642 -19.29613 -0.690 0.990 0.529 -0.14
H 5.66579 11.95177 -23.73125 -0.432 -0.078 -0.264 0.08
H 6.05507 10.39277 -24.52980 0.496 -0.160 0.721 0.08
H 5.83377 11.67983 -25.52733 0.271 0.919 0.109 0.09
H 9.27379 11.72168 -23.42892 0.053 -0.360 0.030 0.09
H 8.07423 10.49666 -22.92936 -0.111 -0.046 0.052 0.08
H 7.24486 13.34300 -22.38313 -0.261 -0.160 0.097 0.12
H 8.83458 12.93554 -21.74337 -0.156 0.377 0.031 0.10
H 8.12156 11.23338 -20.53826 -0.232 -0.236 0.130 0.06
H 6.05616 10.63518 -21.86865 -0.590 0.070 -0.152 0.10
H 5.33923 12.02739 -20.96273 -0.283 -0.244 0.011 0.12
H 6.00081 10.79399 -18.85595 0.394 -0.043 0.087 0.12
H 6.64606 9.44433 -19.83268 0.032 0.017 -0.122 0.12
H 3.42890 11.39152 -19.85500 0.354 -0.221 -0.635 0.08
H 3.83440 10.87250 -18.29835 0.159 -0.450 0.248 0.09
H 2.65967 9.95821 -19.26890 0.222 -0.375 0.027 0.09
C 6.89311 2.74356 -15.39715 -0.594 -0.301 1.218 -0.12
O 7.21424 4.05335 -14.96163 0.592 0.112 -0.946 -0.21
C 7.93241 4.06866 -13.71140 -2.019 0.721 0.208 -0.21
C 8.57199 5.43021 -13.57186 1.449 -0.078 -0.817 -0.20
N 9.89491 5.36860 -14.28501 -1.274 0.307 0.464 -0.05
C 10.63156 6.64074 -14.15069 1.167 -1.545 0.317 -0.22
C 10.28268 7.70622 -15.13408 -0.390 0.824 0.435 -0.25
O 10.23861 7.20007 -16.46204 -0.025 1.341 1.046 -0.17
C 9.35308 7.99299 -17.23960 0.193 -1.543 -1.696 -0.11
H 6.16562 2.60523 -16.19960 0.337 1.228 -0.500 0.08
H 6.29355 2.32434 -14.57778 0.642 -0.786 0.199 0.09
H 7.79905 2.19759 -15.66171 -0.064 -0.309 0.283 0.09
H 8.60946 3.22764 -13.56959 0.290 0.113 -0.333 0.12
H 7.15032 4.00846 -12.94550 0.051 -0.318 0.249 0.12
H 8.68454 5.74912 -12.53524 0.008 -0.140 0.006 0.12
H 8.04470 6.18279 -14.16622 -0.974 -0.086 0.759 0.12
H 9.44390 5.31464 -15.19662 1.358 -0.106 -0.695 0.09
H 11.69264 6.37810 -14.20187 0.046 0.102 -0.265 0.11
H 10.49817 6.95817 -13.11406 -0.101 0.415 -0.118 0.11
H 10.94048 8.58128 -15.09725 0.435 -0.222 0.093 0.12
H 9.34434 8.13467 -14.75130 -0.542 -0.188 -0.823 0.12
H 9.39134 9.08517 -17.27574 0.227 0.056 1.205 0.08
H 8.36801 7.56065 -17.05059 -0.350 0.704 -0.230 0.10
H 9.66732 7.76400 -18.26416 -0.452 -0.256 -0.108 0.08
C 13.70986 11.51847 -25.32659 0.170 -0.758 0.382 -0.10
O 12.88718 10.63851 -24.57332 0.292 0.437 -1.011 -0.21
C 11.51288 10.78406 -24.84499 -0.604 -0.703 1.299 -0.22
C 10.86166 9.46970 -24.29447 0.509 0.887 -0.908 -0.18
N 11.42911 9.15482 -23.01250 -0.122 1.309 0.553 -0.05
C 10.93752 8.05542 -22.21084 0.872 0.383 -0.275 -0.19
C 9.44871 8.12100 -21.91122 0.342 -1.363 -0.448 -0.20
O 8.83192 7.27212 -22.90819 -0.370 0.856 0.787 -0.18
C 7.42004 7.31291 -22.79388 0.380 -0.355 0.194 -0.10
H 13.41321 12.56335 -25.21461 0.072 0.063 0.144 0.09
H 13.72878 11.26380 -26.39023 -0.239 -0.026 -0.072 0.09
H 14.70634 11.31740 -24.93474 0.117 0.482 -0.069 0.08
H 11.26446 10.91777 -25.90214 0.264 -0.173 -0.132 0.12
H 11.14880 11.67230 -24.31388 -0.058 0.021 0.060 0.10
H 11.10133 8.76059 -25.09970 -0.249 -0.547 0.172 0.12
H 9.78306 9.61526 -24.25688 -0.036 -0.217 0.052 0.10
H 12.43039 9.08199 -23.09623 0.011 0.021 0.017 0.08
H 11.52436 7.99980 -21.28993 -0.177 0.603 0.162 0.10
H 11.32568 7.15574 -22.70071 -1.352 -0.645 0.003 0.10
H 8.99272 9.11130 -21.85577 0.385 0.360 -0.800 0.09
H 9.26561 7.80762 -20.87550 -0.114 -0.890 -0.099 0.11
H 7.03695 8.32043 -22.98279 -0.108 0.033 0.065 0.07
H 7.14720 6.97386 -21.78927 -0.297 0.163 0.043 0.09
H 6.98799 6.61575 -23.51035 0.096 0.076 -0.089 0.09
C 18.74193 12.17409 -18.58881 0.849 -1.729 0.547 -0.10
O 18.44190 11.42604 -19.74914 -0.476 0.636 -1.014 -0.19
C 18.70121 10.04755 -19.70121 -0.494 -1.221 0.103 -0.24
C 17.43104 9.18260 -19.61531 0.443 0.011 0.163 -0.22
N 16.73356 9.17458 -20.89798 -1.137 1.519 0.543 -0.06
C 15.46991 8.43033 -20.87199 1.451 -2.239 -1.117 -0.19
C 15.08631 8.08804 -22.32320 0.796 1.452 -0.801 -0.23
O 13.80731 7.57034 -22.46939 -1.285 -0.917 0.828 -0.21
C 13.75989 6.17730 -22.69878 1.505 -0.911 -1.670 -0.10
H 18.47576 13.22512 -18.63132 -0.322 -0.149 -0.462 0.09
H 19.82299 12.07743 -18.43331 0.051 0.373 0.228 0.09
H 18.26788 11.65834 -17.74684 -0.133 0.494 0.284 0.09
H 19.35683 9.73604 -18.88309 0.092 0.432 0.211 0.12
H 19.16366 9.67635 -20.61861 0.306 0.645 -0.195 0.12
H 16.79924 9.55898 -18.80080 -0.068 -0.206 0.155 0.12
H 17.75390 8.15931 -19.40635 -0.075 -0.002 0.222 0.12
H 16.40490 10.14170 -20.92065 0.406 0.163 -0.839 0.11
H 14.65613 8.82394 -20.26427 -0.034 0.067 -0.049 0.11
H 15.78837 7.42446 -20.57187 -0.530 0.092 1.087 0.12
H 15.83632 7.44453 -22.79772 0.050 -0.318 0.504 0.12
H 15.17837 8.97328 -22.96904 -0.426 0.267 0.265 0.12
H 14.31054 5.48849 -22.04857 -0.056 0.669 0.882 0.09
H 14.30521 6.02437 -23.64078 -0.153 -0.155 -0.237 0.09
H 12.79568 5.70589 -22.87316 -0.441 0.862 0.357 0.08